The following is a DFT calculation (ωB97M-V/def2-TZVPD) of a molecular structure, C28H22ClN4O3Ru at a distorted geometry.

ORCA input file:
```
! wB97M-V def2-TZVPD RIJCOSX def2/J DEFGRID3
* xyz 2 2
Ru 0.1855 1.1606 0.7264
Cl 5.9391 -2.0591 3.7205
C 4.7987 -1.0872 2.8714
C 5.1931 -0.3976 1.7160
C 4.2894 0.3721 1.0252
C 2.9518 0.4421 1.4279
O 2.1031 1.1326 0.6770
C 2.5577 -0.2199 2.6131
C 1.2327 -0.1817 3.1437
N 0.1932 0.3573 2.6008
C -1.1242 0.1679 3.1423
C -1.4582 -0.5180 4.2746
C -2.8080 -0.6331 4.6734
C -3.8068 -0.0395 3.9621
C -3.4963 0.6853 2.7879
C -4.4657 1.3269 1.9821
C -4.0793 1.9885 0.8524
C -2.7254 1.9974 0.4919
N -1.7976 1.3821 1.2011
C -2.1577 0.7529 2.3726
C 3.5140 -0.9763 3.3245
H 6.2156 -0.4761 1.3714
H 4.5897 0.9337 0.1509
H 1.0973 -0.6985 4.0913
H -0.7016 -0.9808 4.8940
H -3.0471 -1.2028 5.5609
H -4.8376 -0.1303 4.2791
H -5.5082 1.3016 2.2746
H -4.7997 2.4952 0.2265
H -2.3928 2.5149 -0.3979
H 3.2261 -1.4817 4.2387
O -0.4160 1.4816 -6.1138
C -0.0176 2.6442 -5.4288
C 0.0371 2.3375 -3.9611
C 0.1056 3.3569 -3.0126
C 0.1211 3.0246 -1.6769
N 0.0771 1.7521 -1.2582
C 0.0412 0.7643 -2.1575
C 0.0147 1.0218 -3.5140
C 0.0283 -0.5855 -1.5626
C 0.0110 -1.7436 -2.3090
C 0.0163 -2.9812 -1.6737
C 0.0097 -4.2452 -2.4841
O 0.5732 -3.9596 -3.7424
C 0.0377 -3.0128 -0.2861
C 0.0563 -1.8242 0.4109
N 0.0497 -0.6390 -0.2065
H -0.4656 1.6612 -7.0575
H -0.7071 3.4782 -5.5933
H 0.9788 2.9773 -5.7449
H 0.1411 4.3960 -3.3126
H 0.1645 3.7858 -0.9085
H -0.0250 0.2266 -4.2433
H 0.0082 -1.7168 -3.3884
H -1.0306 -4.5824 -2.5778
H 0.5588 -5.0234 -1.9469
H 0.6172 -4.7645 -4.2679
H 0.0472 -3.9509 0.2522
H 0.0861 -1.8072 1.4893
*
```

The LUMO energy (alpha / beta) comes out at -6.54 / -7.66 eV. The value obtained for the molar mass is 599.03 Da.

Here are the Löwdin charges for atoms 1 to 8, given in e: atom 1 (Ru): 1.40, atom 2 (Cl): 0.74, atom 3 (C): -0.65, atom 4 (C): -0.05, atom 5 (C): 0.02, atom 6 (C): -0.30, atom 7 (O): -0.19, atom 8 (C): -0.13